Record 1
{
  "formula": "C19H9Cl3F3N5O",
  "method": "ωB97M-V with the def2-TZVPD basis set",
  "elements": ["O", "C", "N", "C", "C", "C", "C", "Cl", "C", "C", "N", "N", "C", "C", "Cl", "C", "C", "C", "N", "C", "C", "C", "C", "C", "C", "F", "F", "F", "N", "C", "Cl", "H", "H", "H", "H", "H", "H", "H", "H", "H"],
  "xyz": [[-2.3653, 2.7569, -1.2935], [-2.3963, 1.6431, -0.7277], [-1.3542, 0.9208, -0.1825], [0.0448, 1.1875, -0.1098], [0.6166, 2.4281, -0.3645], [1.9587, 2.6321, -0.0445], [2.6503, 1.6320, 0.6881], [4.2449, 1.9712, 1.0662], [2.1418, 0.3515, 0.7936], [3.0786, -0.6999, 1.1836], [3.0750, -1.2767, 2.3584], [4.2959, -2.0639, 2.5152], [4.9425, -1.9444, 1.4136], [6.2927, -2.3701, 0.9672], [7.3358, -3.1635, 2.0028], [6.6117, -2.1801, -0.3619], [5.7620, -1.5702, -1.2884], [4.4760, -1.1466, -0.8348], [4.1736, -1.2378, 0.5199], [0.7527, 0.1063, 0.4618], [-3.7040, 1.0463, -0.5448], [-4.5684, 0.8609, -1.6641], [-5.7340, 0.2002, -1.4642], [-6.1216, -0.1675, -0.1272], [-7.4868, -0.9006, 0.0213], [-8.4897, 0.0241, 0.0058], [-7.4928, -1.4088, 1.3063], [-7.7591, -1.8652, -0.8401], [-5.3676, 0.2125, 0.9433], [-4.2103, 0.7861, 0.7669], [-3.2835, 0.9609, 2.2101], [-1.6307, 0.0380, 0.1440], [0.0336, 3.2564, -0.7427], [2.4662, 3.5517, -0.1915], [7.5704, -2.5307, -0.7126], [6.0727, -1.5285, -2.2792], [3.7009, -0.6288, -1.3397], [0.3091, -0.8589, 0.7547], [-4.2356, 1.0568, -2.7409], [-6.4067, -0.0812, -2.2683]],
  "forces_ev_per_angstrom": [[0.9, -2.1, 1.0], [1.3, 2.7, -0.8], [-0.1, 2.0, -1.6], [-1.1, -1.6, 1.4], [0.9, 0.4, 0.0], [-1.0, -1.6, 1.5], [-1.3, 0.6, -2.5], [1.7, 0.2, 0.6], [-1.7, -0.6, -0.9], [0.8, -2.8, 2.0], [1.7, -0.6, 0.7], [-2.3, 1.1, 1.3], [0.8, -0.2, -1.0], [-2.1, 0.8, -1.7], [0.5, -0.5, 0.9], [0.5, -0.4, 1.7], [-4.2, 0.8, 2.3], [3.1, -0.3, 0.3], [0.7, 1.3, -2.9], [2.3, 1.3, 0.2], [-1.9, -0.4, 0.6], [2.2, 0.0, -0.5], [-2.0, -1.2, 1.9], [1.4, 1.3, -1.6], [0.7, 1.3, 3.4], [0.5, -0.7, -0.5], [-0.3, -0.1, -1.5], [0.3, 0.4, 0.0], [-2.6, -1.5, -1.0], [0.2, -0.8, -2.1], [0.2, 0.4, 0.1], [-0.2, -1.2, 0.5], [-0.1, -0.2, -0.2], [0.1, 0.8, -0.2], [0.2, 0.0, 0.1], [0.1, 0.3, -1.6], [-0.2, 0.3, -1.0], [0.2, 0.6, -0.5], [-0.3, 0.0, 1.9], [0.2, 0.1, 0.0]],
  "multiplicity": 1,
  "lumo_ev": -0.6,
  "e_tot_ev": -75065.491,
  "max_force_ev_per_a": 4.8,
  "smiles": "O=C(Nc1ccc(Cl)c(-c2nnc3c(Cl)cccn23)c1)c1ccc(C(F)(F)F)nc1Cl"
}

---

Record 2
{
  "formula": "C2",
  "method": "ωB97M-V with the def2-TZVPD basis set",
  "elements": ["C", "C"],
  "xyz": [[0.4543, 0.2182, 1.1065], [-0.4543, -0.2182, -1.1065]],
  "forces_ev_per_angstrom": [[-1.9, -0.9, -4.6], [1.9, 0.9, 4.6]],
  "multiplicity": 1,
  "lumo_ev": -2.3,
  "e_tot_ev": -2058.448,
  "max_force_ev_per_a": 5.1
}

---

Record 3
{
  "formula": "C2",
  "method": "ωB97M-V with the def2-TZVPD basis set",
  "elements": ["C", "C"],
  "xyz": [[0.4169, -0.6998, 0.6129], [-0.4169, 0.6998, -0.6129]],
  "forces_ev_per_angstrom": [[-1.6, 2.8, -2.4], [1.6, -2.8, 2.4]],
  "multiplicity": 2,
  "lumo_ev": [-11.0, -10.6],
  "e_tot_ev": -2051.132,
  "max_force_ev_per_a": 4.0,
  "total_charge": 1
}

---

Record 4
{
  "formula": "C20H10BCl5F4N2PtS3Te",
  "method": "ωB97M-V with the def2-TZVPD basis set",
  "elements": ["Pt", "Cl", "C", "C", "C", "Cl", "C", "Cl", "C", "Cl", "C", "Cl", "F", "B", "F", "F", "F", "S", "C", "S", "C", "N", "N", "C", "C", "C", "C", "C", "C", "S", "H", "H", "H", "H", "H", "Te", "C", "C", "C", "C", "C", "C", "H", "H", "H", "H", "H"],
  "xyz": [[0.3774, -1.4686, 0.1329], [1.8852, -0.4879, -1.9261], [2.4536, -2.0843, -1.5085], [1.8316, -2.6752, -0.4069], [2.3345, -3.9429, -0.0654], [1.8548, -4.7294, 1.3951], [3.3318, -4.5678, -0.8189], [3.9388, -6.1251, -0.3611], [3.8748, -3.9471, -1.9403], [5.1002, -4.7305, -2.8802], [3.4420, -2.6764, -2.2787], [4.1158, -1.8467, -3.6360], [-1.9935, -3.2160, -4.1582], [-2.3130, -2.6996, -2.8876], [-2.6713, -3.7504, -2.0285], [-3.3736, -1.7878, -3.0024], [-1.1816, -2.0380, -2.3544], [-1.7713, 3.2226, -4.0675], [-1.2692, 2.8752, -2.5056], [-1.1902, 1.2443, -1.9419], [-0.6402, 1.7850, -0.3883], [-0.5277, 3.0722, -0.2916], [-0.8833, 3.6829, -1.4858], [-0.8630, 5.1052, -1.4280], [-0.8571, 5.7119, -0.1719], [-0.8365, 7.0910, -0.0685], [-0.8163, 7.8896, -1.2054], [-0.8088, 7.2792, -2.4476], [-0.8287, 5.8960, -2.5716], [-0.2746, 0.7100, 0.9248], [-0.8676, 5.0906, 0.7099], [-0.8357, 7.5427, 0.9158], [-0.8056, 8.9691, -1.1203], [-0.7816, 7.8787, -3.3497], [-0.8212, 5.4317, -3.5423], [-1.2711, -3.1883, 1.0264], [-0.8234, -3.1259, 3.0893], [-1.6420, -3.8543, 3.9561], [-1.4137, -3.8647, 5.3239], [-0.3529, -3.1463, 5.8618], [0.4675, -2.4209, 5.0090], [0.2382, -2.4082, 3.6401], [-2.4741, -4.4238, 3.5563], [-2.0691, -4.4348, 5.9729], [-0.1688, -3.1523, 6.9295], [1.2988, -1.8520, 5.4106], [0.8818, -1.8325, 2.9847]],
  "forces_ev_per_angstrom": [[0.2, 1.1, 0.6], [0.0, 0.0, 0.0], [0.1, -0.1, -0.2], [-0.2, -1.1, -0.7], [0.3, 0.2, 0.1], [-0.1, 0.0, 0.1], [0.0, 0.0, 0.0], [0.0, 0.0, 0.0], [0.1, -0.2, 0.0], [0.0, 0.0, 0.0], [0.0, 0.2, -0.1], [0.0, 0.0, 0.0], [0.0, 0.0, -0.1], [0.0, 0.0, -0.1], [-0.1, -0.2, 0.2], [-0.1, 0.1, 0.0], [0.1, 0.1, 0.0], [0.0, 0.1, 0.2], [0.0, 0.1, -0.2], [-0.1, -0.3, -0.2], [0.2, -0.2, 0.3], [0.0, -0.2, -0.1], [0.0, 0.2, 0.1], [0.0, -0.1, -0.1], [-0.1, 0.0, 0.1], [0.0, 0.1, 0.0], [0.0, 0.0, 0.1], [0.0, 0.0, -0.1], [0.1, 0.1, 0.0], [-0.3, -0.1, 0.0], [0.0, 0.0, 0.0], [0.0, 0.0, 0.0], [0.0, 0.0, 0.0], [0.0, 0.0, 0.0], [0.0, 0.0, 0.0], [0.0, 0.1, -0.1], [-0.1, 0.0, 0.0], [0.0, 0.0, 0.1], [0.0, 0.0, 0.0], [0.0, 0.0, 0.0], [0.0, 0.0, 0.0], [0.0, 0.0, 0.0], [0.0, 0.0, 0.0], [0.0, 0.0, 0.0], [0.0, 0.0, 0.0], [0.0, 0.0, 0.0], [0.0, 0.0, 0.0]],
  "multiplicity": 1,
  "lumo_ev": 3.9,
  "e_tot_ev": -141095.980,
  "max_force_ev_per_a": 1.3,
  "total_charge": -2
}